Entry 1:
Molecular formula: C2H6N2O2
Method: DFT, ωB97M-V/def2-TZVPD

Geometry as XYZ:
```
12
Properties=species:S:1:pos:R:3:forces:R:3:lowdin_charge:R:1
N 1.595955 -0.472748 -0.606379 -1.3 -0.2 -0.6 0.1385
C 0.473577 -0.035985 0.114904 4.3 -2.5 3.5 -0.5794
N 0.442322 1.345505 0.166107 -0.2 1.0 -0.7 0.1236
O 0.004448 -0.869114 0.977289 2.1 3.0 -1.7 -0.0152
H 1.733984 -1.472069 -0.613621 0.1 0.1 0.2 0.0966
H 2.424809 0.098571 -0.529552 -0.4 0.1 -0.3 0.0974
H -0.306259 1.754399 -0.385061 0.0 0.0 0.0 0.0968
H 0.490236 1.798041 1.065927 -0.5 -0.6 0.3 0.1096
C -1.595627 -0.430363 -0.081541 -4.9 -3.5 2.9 -0.2959
O -2.183789 0.615702 0.133405 1.0 0.0 -1.0 -0.0294
H -1.623087 -1.296518 0.740522 -1.3 1.4 -1.7 0.1354
H -1.456569 -1.035422 -0.982001 1.0 1.1 -1.0 0.1219
```
Positions in Å, forces in eV/Å.

Calculated values
energy relative to the best compared isomer or geometry (same formula, charge and spin)	91.8	kcal/mol
HOMO level	-0.3177	Ha
HOMO-LUMO gap	8.81	eV

---

Entry 2:
Molecular formula: C10H24KO5S3
Method: DFT, ωB97M-V/def2-TZVPD

Geometry as XYZ:
```
43
Properties=species:S:1:pos:R:3:forces:R:3:lowdin_charge:R:1
K -0.004755 1.109991 0.064926 -0.3 -0.3 0.2 0.8445
C 0.805745 -2.836159 -2.913634 0.2 0.9 -0.5 -0.2666
S 0.917235 -2.548209 -1.140804 -1.2 -0.6 0.4 0.8489
O 0.068885 -1.336679 -0.833704 0.4 -0.8 -0.5 -0.6592
C -0.040905 -4.076889 -0.643804 0.8 0.7 -0.1 -0.2136
H 1.438495 -3.655409 -3.255044 -0.1 -0.1 0.2 0.0637
H 1.198055 -1.904719 -3.321814 0.4 0.0 -0.1 0.0402
H -0.193215 -2.873549 -3.348144 -0.2 -0.4 0.6 0.0656
H 0.675165 -4.897869 -0.680254 0.0 0.0 -0.2 0.0495
H -0.856395 -4.235149 -1.349504 -0.1 0.1 0.3 0.0537
H -0.340235 -3.973799 0.399216 -0.2 0.2 -0.2 0.0528
C 4.810585 -0.646299 1.836096 -0.5 0.2 0.3 -0.2582
S 3.669795 -0.298469 0.462626 0.8 1.4 -0.1 0.8537
O 2.320585 0.150581 0.978046 1.2 -0.1 0.0 -0.6478
C 4.659825 1.234251 0.060996 -0.8 -0.4 0.2 -0.2280
H 4.204135 -1.304569 2.458186 0.8 -0.3 0.2 0.0550
H 5.146875 0.242291 2.370326 -0.9 0.2 0.2 0.0499
H 5.785415 -0.982839 1.483176 -0.4 -1.0 -0.4 0.0655
H 4.924605 1.715001 1.002736 -0.2 0.0 -0.1 0.0453
H 3.993165 1.887681 -0.501774 0.3 -0.1 -0.3 0.0448
H 5.580435 0.958981 -0.453594 -0.2 0.0 -0.3 0.0594
C 0.588565 2.441661 -4.350774 -0.6 0.1 0.2 -0.2239
S -0.910195 1.456121 -3.747674 0.4 1.2 0.0 0.8629
O -1.155935 1.921081 -2.317114 0.1 -0.2 -1.3 -0.6573
C -2.216035 2.193181 -4.873064 0.4 -0.2 0.6 -0.2284
H 1.305195 2.499351 -3.531504 -0.1 -0.6 0.1 0.0387
H 0.401205 3.491891 -4.574394 -0.7 -0.1 -0.1 0.0525
H 1.027405 1.987621 -5.239244 -0.1 -0.2 0.2 0.0482
H -3.125805 1.598401 -4.791534 0.1 0.0 0.4 0.0457
H -1.931575 2.129991 -5.923394 0.5 0.0 0.1 0.0534
H -2.403585 3.224491 -4.574214 0.1 -0.1 0.0 0.0572
O -1.710715 0.233211 2.226786 -2.1 0.3 2.5 0.0059
C -2.422685 0.329801 3.252356 3.2 -0.8 -2.4 -0.4031
O -1.940945 1.007001 4.329196 0.3 -1.1 -1.5 0.0347
C -3.015015 1.323111 5.172366 -1.2 0.7 0.2 -0.1684
C -4.084615 0.297501 4.883386 -1.9 -0.5 0.3 -0.1610
C -3.805205 -0.267809 3.492306 1.7 0.3 0.8 -0.0501
H -3.327685 2.305311 4.817966 -0.1 0.3 0.8 0.1339
H -2.703175 1.254461 6.214556 0.1 0.5 -0.2 0.1364
H -5.137815 0.576561 4.914826 0.2 1.0 0.2 0.1203
H -4.070385 -0.424669 5.699696 0.4 -0.6 -0.5 0.1169
H -4.359835 0.040661 2.606126 -0.6 -0.1 0.5 0.1339
H -3.764655 -1.347119 3.639086 0.2 0.0 -0.9 0.1325
```
Positions in Å, forces in eV/Å.

Calculated values
HOMO level	-0.4271	Ha
total charge	+1
HOMO-LUMO gap	9.62	eV

---

Entry 3:
Molecular formula: C4H6O4
Method: DFT, ωB97M-V/def2-TZVPD

Geometry as XYZ:
```
14
Properties=species:S:1:pos:R:3:forces:R:3:lowdin_charge:R:1
O 1.459398 2.076911 -0.664055 -3.0 -5.1 1.8 0.0815
C 0.873740 1.000987 -0.265293 2.2 6.5 -1.1 -0.2076
C 1.164504 -0.412683 -0.509726 -2.9 -3.9 2.0 -0.1763
O 1.860772 -1.095582 0.529158 1.2 1.2 -0.4 -0.0021
C -0.403165 -0.741422 0.021107 -2.4 -1.0 -1.8 -0.0986
O -1.692052 -1.053794 -0.915703 1.6 3.6 2.3 -0.1343
C -0.367514 0.686832 0.553565 -2.5 -0.6 -1.2 -0.2680
O -1.701818 1.226919 0.419990 2.5 4.7 0.1 -0.0568
H 1.369743 -0.763236 -1.475627 0.7 -0.1 -1.5 0.1429
H 1.915553 -2.005558 0.237578 0.1 -0.3 0.0 0.1041
H -0.557805 -1.467537 0.880991 0.8 0.5 -1.5 0.1572
H -2.304027 -0.205938 -0.711644 2.1 -2.7 -0.7 0.1170
H -0.084219 0.471230 1.548867 0.4 0.8 1.5 0.1485
H -1.533106 2.282866 0.350790 -1.0 -3.6 0.2 0.1924
```
Positions in Å, forces in eV/Å.

Calculated values
energy relative to the best compared isomer or geometry (same formula, charge and spin)	119.8	kcal/mol
HOMO level	-0.3714	Ha
HOMO-LUMO gap	9.68	eV

---

Entry 4:
Molecular formula: C10H18ClFNO2S
Method: DFT, ωB97M-V/def2-TZVPD

Geometry as XYZ:
```
34
Properties=species:S:1:pos:R:3:forces:R:3:lowdin_charge:R:1
C -3.054087 -2.148423 3.198382 0.4 0.6 -0.3 0.0318
C -1.542709 -1.898432 3.177114 -0.9 0.1 0.9 -0.3187
F -0.866638 -2.886605 2.550562 0.4 -0.4 -0.6 0.0667
C -1.293288 -0.600385 2.500002 0.1 -1.0 0.6 -0.1567
N -0.965325 0.419584 3.187462 0.7 0.3 -0.2 0.1355
C -0.872676 1.632504 2.380238 -1.8 0.7 0.2 -0.5374
Cl -2.224928 2.668555 3.029678 0.7 0.1 0.0 0.6616
C -1.241117 1.184416 0.964048 -0.5 -0.4 0.4 -0.1225
C -1.403035 -0.353996 1.083138 0.8 1.2 -0.4 -0.0478
H -3.536852 -1.517096 2.469456 -0.4 0.1 -0.4 0.0806
H -3.263988 -3.172522 2.944074 0.0 -0.4 0.1 0.1026
H -3.448788 -1.868122 4.160328 -0.2 -0.2 0.4 0.0935
H -1.199762 -1.832994 4.206520 0.3 -0.1 0.2 0.1549
H -0.824404 0.374858 4.189980 0.1 0.3 0.0 0.1867
H 0.042736 2.171048 2.487988 0.6 0.2 0.3 0.1179
H -2.193004 1.641371 0.769101 -0.4 0.1 -0.3 0.0938
H -0.578104 1.516894 0.179524 0.4 -0.1 0.1 0.0808
H -0.530220 -0.803866 0.617023 -0.1 -0.5 -0.4 0.1231
H -2.317265 -0.752357 0.692972 -0.3 -0.3 -0.5 0.1454
C 2.350336 0.767129 -4.211598 0.1 0.0 0.1 -0.2094
C 3.318530 0.063454 -3.251079 -0.1 0.0 -0.1 -0.2038
C 2.813642 0.316928 -1.824076 0.3 -0.1 -0.1 -0.2130
S 1.037067 0.537014 -1.960574 0.4 -0.2 -0.6 0.6910
O 0.703470 1.890725 -1.578441 -0.2 -0.1 0.3 -0.3249
O 0.359970 -0.588050 -1.347935 -0.2 0.2 0.3 -0.3347
C 0.948236 0.393666 -3.737900 0.1 0.1 -0.3 -0.2203
H 2.512625 0.464239 -5.243649 0.0 0.0 0.0 0.1217
H 2.487769 1.848560 -4.152574 0.0 0.0 0.0 0.1231
H 3.320310 -1.008324 -3.455763 0.0 0.0 0.0 0.1207
H 4.338991 0.420688 -3.371837 0.0 0.0 0.0 0.1195
H 3.015153 -0.520483 -1.160723 -0.1 0.0 0.1 0.1042
H 3.227066 1.232065 -1.404328 -0.1 0.0 0.0 0.1078
H 0.168723 1.051683 -4.114987 -0.1 0.0 0.1 0.1135
H 0.711565 -0.643725 -3.972123 0.0 0.0 0.1 0.1128
```
Positions in Å, forces in eV/Å.

Calculated values
energy relative to the best compared isomer or geometry (same formula, charge and spin)	0.0	kcal/mol
HOMO level	-0.4905	Ha
total charge	+1
HOMO-LUMO gap	9.45	eV

---

Entry 5:
Molecular formula: C42H46BBrCl2F4N9O4S2Y
Method: DFT, ωB97M-V/def2-TZVPD

Geometry as XYZ:
```
112
Properties=species:S:1:pos:R:3:forces:R:3:lowdin_charge:R:1
Y -0.710346 0.967931 0.575655 -0.1 -0.2 -1.0 1.4405
N -0.664279 -3.170859 7.382707 0.0 0.0 0.0 0.0769
C -0.849016 -2.100054 6.491609 0.0 0.0 0.0 -0.3257
C -1.731560 -1.066586 6.802747 0.0 0.0 0.0 -0.0416
C -1.883454 0.009360 5.944298 0.0 0.0 0.0 -0.0554
C -1.155048 0.062475 4.765621 0.0 0.0 0.0 -0.2629
C -0.280471 -0.963905 4.446939 -0.1 0.0 -0.1 -0.0481
C -0.118236 -2.034430 5.308213 0.0 0.0 0.0 -0.0202
S -1.450115 1.398005 3.639396 0.1 0.0 0.0 0.5935
O -2.434166 0.898256 2.687078 0.1 0.0 0.0 -0.3449
O -1.787697 2.552464 4.421161 -0.1 0.0 0.0 -0.2780
N -0.110905 1.503830 2.776319 0.2 0.4 0.8 -0.2043
C 0.546692 2.700780 2.594214 -0.1 0.2 0.1 -0.5087
N 0.811335 2.949573 1.296274 -0.2 0.3 0.2 0.0533
C 1.444158 4.073116 1.013850 0.0 -0.1 0.0 -0.1362
C 1.846976 4.958479 1.994371 0.0 0.0 0.0 -0.0572
C 1.551314 4.592257 3.295228 0.0 0.0 0.0 -0.1243
N 0.921176 3.471234 3.615462 -0.1 0.1 0.0 0.1593
H -1.482719 -3.382364 7.932080 0.0 0.0 0.0 0.0747
H -0.302353 -4.000893 6.938562 0.0 0.0 0.0 0.0787
H -2.296547 -1.106223 7.727922 0.0 0.0 0.0 0.1023
H -2.559692 0.819026 6.185783 0.0 0.0 0.0 0.1131
H 0.276103 -0.928502 3.520941 -0.1 0.0 0.0 0.0941
H 0.576415 -2.827798 5.053279 0.0 0.0 0.0 0.1029
H 1.629263 4.270649 -0.038525 0.0 0.0 0.0 0.1081
H 2.347020 5.885402 1.756551 0.0 0.0 0.0 0.0917
H 1.842675 5.226551 4.127856 0.0 0.0 0.0 0.1026
Cl 3.755257 -3.839087 4.899162 0.0 0.0 0.0 0.5921
C 3.208129 -2.792015 3.604617 0.0 0.0 0.0 -0.6920
C 2.963320 -3.328234 2.343556 0.0 0.0 0.0 -0.1456
C 2.470205 -2.527687 1.341413 0.0 0.1 0.0 -0.5466
Cl 2.295757 -3.214746 -0.241967 -0.3 -0.2 0.1 0.7228
C 2.110425 -1.149241 1.539025 0.0 -0.2 0.1 -0.4158
O 1.422221 -0.492986 0.694607 -0.2 0.5 -0.2 -0.1608
C 2.579921 -0.621390 2.785328 0.1 -0.1 0.0 -0.1455
C 2.693667 0.817379 3.047998 0.0 0.0 -0.1 -0.2260
O 2.853813 1.679854 2.214023 0.6 -0.4 0.0 0.0294
C 3.047777 -1.444790 3.811126 0.0 0.0 0.0 -0.0995
H 3.157484 -4.373232 2.143566 0.0 0.0 0.0 0.0971
H 2.691570 1.085607 4.125603 0.0 0.0 0.0 0.1306
H 3.294036 -1.002505 4.769902 0.0 0.0 0.0 0.1140
Br 0.394287 4.626888 -5.590599 0.0 0.0 0.0 0.7131
C 0.265576 3.676691 -3.952501 0.0 0.0 0.0 -0.6817
C -0.512737 4.170570 -2.927690 0.0 0.0 0.0 -0.0856
C -0.563735 3.435202 -1.751613 0.1 0.0 0.0 -0.1143
N 0.085179 2.282392 -1.578619 -0.2 -0.1 0.1 0.0314
C 0.811998 1.815750 -2.595135 0.1 0.0 0.1 -0.1611
C 0.951280 2.486531 -3.799043 0.0 0.0 0.0 -0.1121
H -1.078467 5.086548 -3.011438 0.0 0.0 0.0 0.1127
H -1.161585 3.800351 -0.931405 0.0 0.0 0.0 0.0856
H 1.297669 0.860934 -2.440698 -0.1 0.0 0.0 0.0551
H 1.576711 2.085563 -4.584515 0.0 0.0 0.0 0.0914
N 3.488226 1.254199 -0.965249 0.1 0.2 0.1 0.1478
C 3.786823 0.588451 -2.120856 0.0 -0.1 -0.1 -0.3374
C 3.688572 -0.810309 -2.186449 0.0 0.1 0.0 -0.0478
C 4.052209 -1.485342 -3.335309 0.1 0.0 0.1 -0.1170
C 4.507284 -0.803429 -4.462554 0.1 0.0 0.1 -0.1572
C 4.571321 0.583722 -4.415639 0.0 0.0 0.0 -0.1222
C 4.212952 1.274867 -3.268167 0.0 0.0 0.0 -0.0622
H 3.366843 2.250980 -1.011869 0.0 0.0 0.0 0.0897
H 2.947689 0.807169 -0.235192 -0.1 -0.1 0.0 0.0638
H 3.300194 -1.349994 -1.332335 0.1 0.1 -0.1 0.0320
H 3.964513 -2.566351 -3.350002 0.0 0.0 0.0 0.0968
H 4.801657 -1.340314 -5.356274 0.0 0.0 0.0 0.0852
H 4.906548 1.141153 -5.283262 0.0 0.0 0.0 0.0929
H 4.267681 2.358181 -3.246465 0.0 0.0 0.0 0.1054
F -1.255706 5.326540 1.357358 0.0 0.0 0.0 0.1152
B -2.395296 4.571629 1.042871 0.1 0.0 0.1 -1.2386
F -2.825312 4.903723 -0.254420 0.0 0.0 0.0 0.0945
F -3.401348 4.746571 1.965709 0.0 0.0 0.0 0.1473
F -1.986937 3.169766 1.025647 0.1 -0.2 -0.2 0.0110
C 2.000423 -3.725994 -5.520688 0.0 0.0 0.0 -0.1027
N 1.377035 -3.287973 -4.297066 0.0 0.0 0.0 -0.0692
C 0.976838 -2.019589 -4.025760 0.2 0.2 0.0 -0.9217
N 1.318531 -1.095334 -4.989585 -0.1 -0.1 0.0 0.0995
S 0.150650 -1.625516 -2.653031 -0.2 -0.1 -0.1 0.7385
H 1.871347 -4.802454 -5.620610 0.0 0.0 0.0 0.0799
H 3.075397 -3.510332 -5.547848 0.0 0.0 0.0 0.0662
H 1.529932 -3.248504 -6.382227 0.0 0.0 0.0 0.0809
H 1.134206 -3.955328 -3.585933 0.0 0.0 0.0 0.1105
H 2.227591 -1.202341 -5.419171 0.0 0.0 0.1 0.0630
H 1.134536 -0.152916 -4.682785 0.0 0.0 0.0 0.0545
C -3.915961 1.968746 -1.579014 0.0 0.0 0.0 -0.0671
C -3.715252 0.827662 -2.574975 0.0 0.0 0.0 -0.3789
C -2.410269 0.977637 -3.356941 0.0 0.0 0.0 -0.0891
C -3.846059 -0.555659 -1.956334 0.0 0.0 -0.1 -0.1572
C -4.839564 -1.363293 -2.490325 0.0 0.0 0.0 -0.0993
C -5.083321 -2.654402 -2.043580 0.0 0.0 0.0 -0.1534
C -4.290167 -3.116207 -1.002936 0.0 0.0 0.0 -0.1008
C -3.282428 -2.358195 -0.423085 0.0 0.0 0.0 -0.1551
C -2.567772 -3.013642 0.748061 0.0 0.0 0.0 -0.3888
C -1.063092 -3.156252 0.569260 0.2 0.0 0.0 -0.1128
C -2.911224 -2.345855 2.079616 0.0 0.0 0.0 -0.0664
C -2.983084 -1.023836 -0.894109 0.1 0.1 -0.1 -0.3221
N -1.985910 -0.267659 -0.395650 -0.3 -0.2 0.1 -0.2017
H -3.843208 2.944426 -2.069401 0.0 0.0 0.0 0.0711
H -3.174325 1.923496 -0.784667 -0.1 0.0 0.0 0.0349
H -4.895409 1.899096 -1.100889 0.0 0.0 0.0 0.0834
H -4.530456 0.906889 -3.305445 0.0 0.0 0.0 0.1089
H -1.566655 0.822393 -2.689182 -0.1 0.0 0.0 0.0085
H -2.340885 1.970896 -3.818595 0.0 0.0 0.0 0.0684
H -2.343508 0.221818 -4.143538 0.0 0.0 0.0 0.0739
H -5.449705 -0.956515 -3.294110 0.0 0.0 0.0 0.0882
H -5.864367 -3.268306 -2.477576 0.0 0.0 0.0 0.0664
H -4.463362 -4.116290 -0.610509 0.0 0.0 0.0 0.0878
H -2.968656 -4.034536 0.797808 0.0 0.0 0.0 0.1074
H -0.567513 -2.186859 0.582889 0.0 0.0 0.0 0.0273
H -0.827006 -3.612880 -0.393323 0.0 0.0 0.0 0.0480
H -0.641720 -3.782977 1.365006 0.0 0.0 0.0 0.0697
H -2.659202 -1.289145 2.055924 0.0 0.0 0.0 0.0356
H -2.368112 -2.817891 2.907102 0.0 0.0 0.0 0.0649
H -3.982488 -2.419715 2.285388 0.0 0.0 0.0 0.0771
```
Positions in Å, forces in eV/Å.

Calculated values
energy relative to the best compared isomer or geometry (same formula, charge and spin)	8.1	kcal/mol
HOMO level	-0.0294	Ha
total charge	-2
HOMO-LUMO gap	4.27	eV

---

Entry 6:
Molecular formula: C5H15NO2
Method: DFT, ωB97M-V/def2-TZVPD

Geometry as XYZ:
```
23
Properties=species:S:1:pos:R:3:forces:R:3:lowdin_charge:R:1
C 1.649517 -0.620678 -1.368091 -1.2 0.1 -1.6 -0.1060
N 0.201647 -0.312510 -1.315952 0.7 0.1 1.5 -0.1066
C -0.539518 -0.753064 -0.117140 2.1 -2.4 -0.4 -0.4176
C -1.985614 -0.937068 -0.526031 0.4 -2.0 -0.3 -0.0633
C -0.400895 0.138951 1.094386 1.2 1.4 -0.5 -0.1697
C 0.868457 -0.066858 1.935283 -1.2 1.6 2.0 -0.2063
O 0.632609 0.453869 3.296247 -0.3 -1.1 0.0 -0.1096
H 2.174802 0.259956 -1.068186 0.7 0.2 1.1 0.0528
H 1.942966 -1.568212 -0.851124 -0.2 0.8 -0.3 0.0872
H 1.928167 -0.622594 -2.448743 -0.2 -0.6 0.7 0.0852
H -0.299071 -0.524168 -2.149192 -0.1 -0.4 -0.4 0.0884
H 0.063309 -1.788369 0.263316 -2.1 1.9 -1.0 0.1745
H -2.119910 -1.630044 -1.358858 0.6 0.5 -0.8 0.0807
H -2.530158 -0.042265 -0.724874 -0.3 0.7 0.1 0.0820
H -2.471274 -1.606271 0.144416 -0.7 0.3 1.5 0.0691
H -0.280408 1.173999 0.757304 -0.5 0.1 -0.1 0.0970
H -1.302906 0.136981 1.692379 0.0 -0.4 0.4 0.1215
H 1.050719 -1.135725 2.045628 0.6 0.2 0.0 0.1122
H 1.689469 0.629300 1.718972 0.2 -1.2 -1.4 0.1205
H 0.344616 1.365439 3.225578 0.0 0.1 -0.1 0.0678
O -0.483248 2.692083 -1.470274 -2.1 0.4 1.0 -0.0507
H 0.320815 2.805082 -1.926564 1.5 -0.3 -0.5 0.0041
H -0.454090 1.952163 -0.848471 0.6 0.0 -0.7 -0.0134
```
Positions in Å, forces in eV/Å.

Calculated values
energy relative to the best compared isomer or geometry (same formula, charge and spin)	54.5	kcal/mol
HOMO level	-0.3275	Ha
HOMO-LUMO gap	9.78	eV